ORCA calculation (ωB97M-V/def2-TZVPD) on 10 unconnected molecules or ions with the total composition C24H48O34S8.

Summary:
total energy: -6686.4331 hartree
HOMO energy: -0.35602 Eh
multiplicity: 1
SMILES: O=S1(=O)OCCO1.O=S1(=O)OCCO1.O=S1(=O)OCCO1.O=S1(=O)OCCO1.O=S1(=O)OCCO1.O=S1(=O)OCCO1.O=S1(=O)OCCO1.O=S1(=O)OCCO1.C1CCOC1.C1CCOC1
Kohn-Sham gap: 9.55 eV

Last columns: bonded neighbours and bond lengths (Å).
Atoms and positions in Å:
1 O 3.353 3.429 7.381  S2 1.438
2 S 2.613 2.560 6.507  O1 1.438, O3 1.429, O4 1.640, O7 1.711
3 O 3.030 2.397 5.150  S2 1.429
4 O 2.361 1.105 7.221  S2 1.640, C5 1.433
5 C 1.017 0.635 7.054  O4 1.433, C6 1.573, H8 1.090, H9 1.090
6 C 0.105 1.872 6.717  C5 1.573, O7 1.448, H10 1.090, H11 1.090
7 O 0.968 3.025 6.570  S2 1.711, C6 1.448
8 H 0.985 -0.056 6.212  C5 1.090
9 H 0.719 0.059 7.931  C5 1.090
10 H -0.574 2.072 7.545  C6 1.090
11 H -0.483 1.781 5.803  C6 1.090
12 O -0.437 -4.426 -7.824  S13 1.453
13 S -0.669 -3.077 -8.313  O12 1.453, O14 1.447, O15 1.678, O18 1.705
14 O -1.969 -2.569 -8.692  S13 1.447
15 O 0.070 -1.913 -7.357  S13 1.678, C16 1.424
16 C 0.387 -0.714 -8.056  O15 1.424, C17 1.501, H19 1.090, H20 1.090
17 C 0.656 -1.198 -9.450  C16 1.501, O18 1.437, H21 1.090, H22 1.090
18 O 0.419 -2.613 -9.541  S13 1.705, C17 1.437
19 H -0.433 0.004 -8.047  C16 1.090
20 H 1.291 -0.256 -7.654  C16 1.090
21 H 1.598 -0.886 -9.902  C17 1.090
22 H 0.064 -0.732 -10.238  C17 1.090
23 O 2.834 -7.913 8.435  S24 1.466
24 S 3.728 -8.159 7.299  O23 1.466, O25 1.478, O26 1.656, O29 1.665
25 O 4.119 -9.563 7.052  S24 1.478
26 O 3.147 -7.563 5.867  S24 1.656, C27 1.450
27 C 3.216 -6.115 5.929  O26 1.450, C28 1.504, H30 1.090, H31 1.090
28 C 4.605 -5.919 6.469  C27 1.504, O29 1.410, H32 1.090, H33 1.090
29 O 4.912 -6.989 7.335  S24 1.665, C28 1.410
30 H 3.141 -5.688 4.929  C27 1.090
31 H 2.475 -5.663 6.588  C27 1.090
32 H 4.721 -4.926 6.904  C28 1.090
33 H 5.331 -5.900 5.656  C28 1.090
34 O -0.641 6.509 1.572  S35 1.481
35 S -0.551 7.824 2.248  O34 1.481, O36 1.478, O37 1.658, O40 1.699
36 O 0.526 7.870 3.260  S35 1.478
37 O -0.462 9.128 1.228  S35 1.658, C38 1.443
38 C -0.692 10.300 2.038  O37 1.443, C39 1.531, H41 1.090, H42 1.090
39 C -1.987 9.910 2.755  C38 1.531, O40 1.495, H43 1.090, H44 1.090
40 O -1.947 8.436 2.999  S35 1.699, C39 1.495
41 H 0.265 10.345 2.558  C38 1.090
42 H -0.965 11.193 1.475  C38 1.090
43 H -2.913 10.130 2.222  C39 1.090
44 H -1.976 10.516 3.661  C39 1.090
45 O 1.648 -3.421 -0.200  S46 1.466
46 S 1.162 -2.061 0.051  O45 1.466, O47 1.470, O48 1.684, O51 1.583
47 O 0.049 -1.873 0.994  S46 1.470
48 O 2.421 -1.051 0.528  S46 1.684, C49 1.414
49 C 2.175 0.284 0.129  O48 1.414, C50 1.627, H52 1.090, H53 1.090
50 C 1.502 -0.021 -1.321  C49 1.627, O51 1.390, H54 1.090, H55 1.090
51 O 0.994 -1.314 -1.335  S46 1.583, C50 1.390
52 H 1.479 0.773 0.811  C49 1.090
53 H 3.068 0.892 -0.013  C49 1.090
54 H 2.182 0.123 -2.161  C50 1.090
55 H 0.622 0.579 -1.553  C50 1.090
56 O -0.119 6.601 -4.850  S57 1.476
57 S 1.221 7.029 -5.300  O56 1.476, O58 1.468, O59 1.702, O62 1.579
58 O 2.323 6.109 -4.997  S57 1.468
59 O 1.151 7.600 -6.902  S57 1.702, C60 1.420
60 C 0.591 8.903 -6.837  O59 1.420, C61 1.484, H63 1.090, H64 1.090
61 C 0.742 9.444 -5.463  C60 1.484, O62 1.403, H65 1.090, H66 1.090
62 O 1.475 8.486 -4.747  S57 1.579, C61 1.403
63 H 1.138 9.620 -7.451  C60 1.090
64 H -0.454 9.041 -7.115  C60 1.090
65 H -0.226 9.562 -4.976  C61 1.090
66 H 1.236 10.402 -5.299  C61 1.090
67 O -5.542 -7.014 0.183  S68 1.440
68 S -5.681 -6.069 -0.894  O67 1.440, O69 1.468, O70 1.580, O73 1.658
69 O -6.476 -4.858 -0.658  S68 1.468
70 O -4.252 -5.664 -1.433  S68 1.580, C71 1.420
71 C -3.605 -6.703 -2.152  O70 1.420, C72 1.596, H74 1.090, H75 1.090
72 C -4.818 -7.522 -2.789  C71 1.596, O73 1.391, H76 1.090, H77 1.090
73 O -5.970 -6.931 -2.281  S68 1.658, C72 1.391
74 H -3.003 -6.287 -2.959  C71 1.090
75 H -2.846 -7.259 -1.601  C71 1.090
76 H -4.860 -8.584 -2.548  C72 1.090
77 H -4.784 -7.514 -3.879  C72 1.090
78 O -8.216 5.314 0.354  S79 1.535
79 S -6.733 4.999 0.595  O78 1.535, O80 1.474, O81 1.644, O84 1.666
80 O -5.648 5.878 0.127  S79 1.474
81 O -6.325 4.433 2.083  S79 1.644, C82 1.461
82 C -5.358 3.344 1.977  O81 1.461, C83 1.528, H85 1.090, H86 1.090
83 C -5.466 2.769 0.565  C82 1.528, O84 1.448, H87 1.090, H88 1.090
84 O -6.532 3.495 -0.095  S79 1.666, C83 1.448
85 H -4.368 3.650 2.317  C82 1.090
86 H -5.646 2.457 2.541  C82 1.090
87 H -5.515 1.681 0.607  C83 1.090
88 H -4.591 2.981 -0.049  C83 1.090
89 C 6.356 -2.293 -7.221  C90 1.485, C93 1.562, H94 1.090, H95 1.090
90 C 6.812 -1.070 -7.930  C89 1.485, C91 1.496, H96 1.090, H97 1.090
91 C 8.269 -0.890 -7.642  C90 1.496, O92 1.441, H98 1.090, H99 1.090
92 O 8.716 -2.205 -7.257  C91 1.441, C93 1.395
93 C 7.675 -3.127 -7.149  C89 1.562, O92 1.395, H100 1.090, H101 1.090
94 H 5.521 -2.830 -7.669  C89 1.090
95 H 6.114 -2.160 -6.166  C89 1.090
96 H 6.154 -0.247 -7.651  C90 1.090
97 H 6.767 -1.241 -9.005  C90 1.090
98 H 8.307 -0.156 -6.836  C91 1.090
99 H 8.618 -0.480 -8.589  C91 1.090
100 H 7.798 -3.612 -6.181  C93 1.090
101 H 7.762 -3.970 -7.835  C93 1.090
102 C -4.853 -4.517 6.972  C103 1.557, C106 1.560, H107 1.090, H108 1.090
103 C -4.147 -5.201 8.180  C102 1.557, C104 1.494, H109 1.090, H110 1.090
104 C -2.848 -4.468 8.276  C103 1.494, O105 1.419, H111 1.090, H112 1.090
105 O -2.631 -3.715 7.094  C104 1.419, C106 1.401
106 C -3.901 -3.326 6.647  C102 1.560, O105 1.401, H113 1.090, H114 1.090
107 H -5.909 -4.247 6.974  C102 1.090
108 H -4.890 -5.124 6.067  C102 1.090
109 H -4.113 -6.289 8.131  C103 1.090
110 H -4.680 -5.094 9.125  C103 1.090
111 H -1.953 -5.070 8.433  C104 1.090
112 H -2.929 -3.791 9.126  C104 1.090
113 H -3.827 -3.070 5.590  C106 1.090
114 H -4.287 -2.378 7.021  C106 1.090

Löwdin population analysis, charges in e, atoms 1 to 5: atom 1 (O): -0.2310, atom 2 (S): 0.7035, atom 3 (O): -0.2343, atom 4 (O): -0.2091, atom 5 (C): -0.1529